(1)
# C28H16F10LaN6OS2

C28H16F10LaN6OS2 as an isolated structure (ωB97M-V/def2-TZVPD, the OMol25 dataset).

Each line ends with the natural charge from an NBO analysis.
Element x y z (Å)
La1 -1.00444 -1.31553 -0.00112  1.9592
F1 -6.98919 -3.92446 -1.78253  -0.2716
C1 -6.02808 -3.01100 -1.75298  0.2760
C2 -5.31379 -2.79006 -0.59044  0.3149
F2 -5.56927 -3.50155 0.50732  -0.2910
C3 -4.31868 -1.83908 -0.59941  0.2829
F3 -3.59847 -1.68084 0.55874  -0.3395
C4 -3.97004 -1.08288 -1.70352  -0.2552
S1 -2.66386 0.11426 -1.68446  -0.3855
C5 -4.71169 -1.33039 -2.85375  0.3308
F4 -4.45514 -0.65592 -3.97114  -0.2823
C6 -5.72533 -2.27334 -2.88504  0.2873
F5 -6.40980 -2.48173 -4.00295  -0.2731
N1 3.33665 4.26106 -3.24184  -0.5405
C7 3.79490 5.56433 -3.23584  0.1767
C8 4.54362 6.30068 -4.15261  -0.2617
C9 4.82125 7.60443 -3.80592  -0.1851
C10 4.37236 8.16201 -2.59190  -0.2203
C11 3.63148 7.42783 -1.69512  -0.1755
C12 3.33632 6.10325 -2.03053  0.0525
N2 2.60957 5.15639 -1.32963  -0.4174
C13 2.62339 4.09521 -2.08517  0.3235
C14 1.95134 2.84717 -1.71152  0.0150
C15 2.15950 1.64046 -2.37105  -0.2300
C16 1.48417 0.51482 -1.94371  0.0626
N3 0.63390 0.52161 -0.91293  -0.5711
C17 0.43050 1.69070 -0.28273  0.0415
C18 1.06174 2.86031 -0.63924  -0.2012
H1 3.41568 3.61201 -4.00390  0.4196
H2 4.89122 5.87755 -5.08536  0.2236
H3 5.39923 8.21895 -4.48291  0.2243
H4 4.61867 9.19081 -2.36740  0.2245
H5 3.28292 7.84934 -0.76229  0.2288
H6 2.84356 1.55366 -3.20388  0.2263
H7 1.62730 -0.43054 -2.45422  0.2065
H8 -0.28533 1.68843 0.53327  0.2151
H9 0.87128 3.78410 -0.11238  0.2650
F6 -4.07317 -6.22925 4.11100  -0.2723
C19 -3.51872 -5.71541 3.02085  0.2683
C20 -2.74735 -4.57109 3.10207  0.3169
F7 -2.54700 -3.96405 4.27313  -0.2942
C21 -2.18957 -4.07171 1.94638  0.2717
F8 -1.44822 -2.91631 2.06617  -0.3513
C22 -2.33822 -4.63238 0.69248  -0.2524
S2 -1.62203 -3.96327 -0.76723  -0.3810
C23 -3.12047 -5.78398 0.65186  0.3304
F9 -3.33507 -6.39801 -0.50701  -0.2793
C24 -3.70430 -6.31856 1.78736  0.2909
F10 -4.44490 -7.41505 1.70262  -0.2706
C25 2.96481 -1.30871 4.89550  -0.4255
N4 1.97152 -1.13173 3.84936  -0.3645
C26 0.71440 -0.41716 3.99824  -0.3169
C27 0.15816 -0.56447 2.60588  0.6722
O1 -0.94031 -0.14850 2.21290  -0.6787
N5 1.00259 -1.26522 1.81372  -0.6873
C28 2.04998 -1.59607 2.60397  0.6656
N6 3.07228 -2.31794 2.16216  -0.7514
H10 2.76212 -0.59435 5.68858  0.2424
H11 3.96358 -1.10292 4.51012  0.2197
H12 2.92646 -2.31422 5.31636  0.2231
H13 0.85186 0.62764 4.27943  0.2548
H14 0.04497 -0.89771 4.71539  0.2595
H15 3.04614 -2.67734 1.22375  0.4309
H16 3.80302 -2.63431 2.77507  0.4233

## Properties
- Net charge: +1
- HOMO level: -10.5 eV
- Frontier orbital gap: 7.3 eV
- ΔE to the lowest compared entry with this formula, charge and spin: 5.48 kcal per mole

***

(2)
# C28H18Cl2MoN6O2Se2

C28H18Cl2MoN6O2Se2 as an isolated structure (ωB97M-V/def2-TZVPD, the OMol25 dataset).

Each line ends with the Löwdin charge.
Element x y z (Å)
Mo1 0.10275 0.01571 -0.23906  1.6343
Cl1 1.79833 -5.04053 4.03297  0.9885
C1 1.87135 -3.80961 2.91733  -0.5808
C2 0.68922 -3.26447 2.42359  0.0071
C3 0.75309 -2.23744 1.50153  -0.1541
N1 -0.27840 -1.54987 0.93023  -0.0341
C4 -1.63740 -1.87419 1.26075  -0.3741
O1 -2.01684 -2.95548 1.57153  0.2192
C5 -2.46651 -0.63980 1.21118  -0.1852
C6 -3.80216 -0.63324 1.55710  0.0768
C7 -4.45190 0.59536 1.63679  0.0494
C8 -3.71446 1.75439 1.42667  0.0344
C9 -2.38090 1.65570 1.06087  -0.0843
N2 -1.76955 0.47624 0.91405  -0.0309
C10 2.04963 -1.77175 1.00973  -0.1445
C11 3.24042 -2.34262 1.49853  0.0135
C12 3.17387 -3.32472 2.45036  -0.6173
Cl2 4.58172 -3.98209 3.08504  0.9200
N3 1.89265 -0.88904 0.02125  -0.0132
C13 2.95227 -0.75484 -0.93895  -0.3793
O2 4.11333 -0.79447 -0.68429  0.2159
C14 2.37324 -0.60765 -2.29279  -0.2021
C15 3.17666 -0.79593 -3.39924  0.0794
C16 2.63392 -0.60163 -4.66325  0.0562
C17 1.31291 -0.19123 -4.74128  0.0386
C18 0.57297 -0.03152 -3.57835  -0.0732
N4 1.06667 -0.25690 -2.35170  -0.0191
H1 -0.25652 -3.67751 2.74128  0.1303
H2 -4.30833 -1.56485 1.77810  0.1540
H3 -5.50445 0.64666 1.88605  0.1485
H4 -4.16430 2.73117 1.54769  0.1423
H5 -1.78505 2.54499 0.89473  0.0957
H6 4.20479 -2.00777 1.14866  0.1306
H7 4.21099 -1.08317 -3.25738  0.1545
H8 3.22687 -0.75339 -5.55634  0.1514
H9 0.84070 0.00781 -5.69384  0.1438
H10 -0.45460 0.27915 -3.67846  0.1070
Se1 -0.39413 3.63341 -1.44305  0.8797
Se2 1.47388 2.41636 -0.74050  0.8581
C19 1.35384 2.27315 1.19429  -0.5711
C20 1.85339 3.17524 2.10200  -0.0104
C21 1.75993 2.85231 3.45583  0.0438
C22 1.18602 1.64128 3.81620  0.0305
C23 0.72160 0.78367 2.83058  -0.0718
N5 0.80616 1.09602 1.53016  -0.1278
C24 -1.50060 2.15743 -1.97879  -0.6252
C25 -2.59808 2.42877 -2.79179  -0.0342
C26 -3.41745 1.39014 -3.19764  0.0469
C27 -3.11791 0.08115 -2.80141  0.0221
C28 -2.02195 -0.10957 -2.00216  -0.1523
N6 -1.23421 0.90657 -1.57478  -0.2185
H11 2.30859 4.10196 1.77524  0.1430
H12 2.12723 3.53794 4.20931  0.1507
H13 1.08974 1.35811 4.85577  0.1430
H14 0.25955 -0.15619 3.09810  0.1241
H15 -2.79789 3.44856 -3.09901  0.1375
H16 -4.27384 1.58450 -3.83217  0.1518
H17 -3.71682 -0.75518 -3.13648  0.1460
H18 -1.71403 -1.11710 -1.70071  0.1350

## Properties
- Net charge: +4
- HOMO level (alpha / beta): -20.3 / -20.3 eV
- Frontier orbital gap (alpha / beta): 5.5 / 5.5 eV

***

(3)
# C28H18Cl2N5O4Pd

C28H18Cl2N5O4Pd as an isolated structure (ωB97M-V/def2-TZVPD, the OMol25 dataset).

Each line ends with the natural charge from an NBO analysis.
Element x y z (Å)
Pd1 0.07843 -0.07779 -0.11418  0.9781
C1 4.41722 -0.50138 0.24899  -0.2394
C2 3.05402 -0.80810 0.15662  0.1000
N1 2.13200 0.11902 -0.02789  -0.4390
C3 2.51852 1.41963 -0.05287  0.2341
C4 3.84610 1.81712 0.03497  -0.0970
C5 4.81369 0.80614 0.16483  -0.0836
C6 4.15842 3.22601 0.03394  -0.1536
C7 3.17691 4.14880 -0.00927  -0.1845
C8 1.79241 3.74668 -0.06759  0.0060
C9 0.71590 4.65061 -0.07452  -0.1068
C10 -0.56726 4.17389 -0.12219  -0.2346
C11 -0.78604 2.79092 -0.17092  0.1012
N2 0.21610 1.92874 -0.16738  -0.4014
C12 1.48600 2.39459 -0.10810  0.1224
H1 5.12705 -1.30295 0.39004  0.2498
H2 2.71526 -1.82728 0.25484  0.2208
H3 5.86183 1.07318 0.21610  0.2396
H4 5.19691 3.52406 0.08749  0.2375
H5 3.40816 5.20529 0.01036  0.2386
H6 0.91340 5.71452 -0.03829  0.2388
H7 -1.41641 4.84122 -0.11961  0.2509
H8 -1.78259 2.38131 -0.22069  0.2293
O1 -4.21080 0.14723 3.96372  -0.6598
C13 -4.72784 0.03712 2.76563  0.7809
O2 -5.91261 -0.03592 2.56698  -0.5785
C14 -3.77894 0.02921 1.58561  -0.2729
C15 -4.20050 -0.01148 0.27259  0.1868
Cl1 -5.80645 -0.06953 -0.25256  0.1521
N3 -3.12547 0.02364 -0.56564  -0.2031
N4 -1.99076 0.06691 0.21829  -0.3401
C16 -2.38017 0.06314 1.50000  0.0938
C17 -1.31378 0.03959 2.62048  0.7723
O3 -1.73086 0.15842 3.77880  -0.6665
O4 -0.14722 -0.11491 2.22660  -0.7664
C18 -3.06316 0.02429 -2.03760  0.1976
C19 -1.81743 0.03048 -2.63845  -0.2653
C20 -1.67417 0.02865 -4.01380  -0.1810
C21 -2.79401 0.02176 -4.82729  -0.1970
C22 -4.04311 0.02459 -4.23120  -0.1840
C23 -4.19470 0.02894 -2.85030  -0.2406
H9 -3.20127 0.24738 3.94030  0.5030
H10 -0.95350 0.03986 -2.00344  0.1993
H11 -0.68008 0.03490 -4.44130  0.2213
H12 -2.69512 0.01844 -5.90377  0.2303
H13 -4.93476 0.02461 -4.84343  0.2308
H14 -5.18554 0.03739 -2.44999  0.2427
Cl2 2.34036 -4.99301 -1.56014  0.0640
C24 1.02919 -4.18909 -0.78559  -0.0679
C25 0.09418 -4.88843 -0.04116  -0.1454
C26 -0.93667 -4.17662 0.54063  -0.2150
C27 -0.98885 -2.80222 0.38713  0.0762
N5 -0.06877 -2.13425 -0.32064  -0.4409
C28 0.91799 -2.82086 -0.90953  0.0042
H15 0.17422 -5.96140 0.06686  0.2542
H16 -1.69736 -4.67452 1.12420  0.2530
H17 -1.77148 -2.21661 0.83804  0.2268
H18 1.60763 -2.26624 -1.52912  0.2278

## Properties
- Net charge: +1
- HOMO level: -11.5 eV
- Frontier orbital gap: 7.5 eV
- ΔE to the lowest compared entry with this formula, charge and spin: 14.42 kcal per mole

***

Largest force on an atom, respectively: 0.64; 1.87; 0.57 eV/Å.